[1]
The following is a DFT calculation (wB97M-V/def2-TZVPD) of a gas-phase ion, C3H2BrN2O2S (charge -1) at a distorted geometry.

Last column: Löwdin charge in e.
Atoms and positions in Å:
H (-0.375, 1.295, 0.025)  0.006
N (-0.383, 0.320, -0.113)  0.084
C (0.521, -0.550, -0.079)  -0.404
N (0.398, -1.747, -0.693)  -0.076
C (-0.613, -2.016, -1.442)  -0.784
Br (-0.390, -3.962, -2.125)  0.461
C (-1.661, -1.362, -1.951)  -0.181
S (-2.656, -1.832, -3.298)  0.642
O (-4.031, -1.876, -2.908)  -0.413
O (-2.364, -0.977, -4.431)  -0.420
H (1.513, -0.471, 0.344)  0.085

Cartesian forces, eV/Å:
0.93 0.81 0.93
-2.29 -0.20 -1.20
0.50 -0.43 -0.82
0.83 -0.63 1.14
0.31 -0.73 -0.67
-0.19 0.51 0.17
-0.22 -0.97 -0.46
1.32 2.24 1.26
-1.72 -0.73 0.06
0.09 -0.35 -0.88
0.43 0.47 0.46

## Properties
DFT total energy = -91093.353 eV
F_max = 2.89 eV/A
Gap between HOMO and LUMO (spin up / spin down) = 6.354 / 6.452 eV
LUMO (spin up / spin down) = 2.15 / 2.09 eV
SMILES string = [H]/N=C/N=C(/Br)C#S(=O)[O-]
Total charge = -1

[2]
The following is a DFT calculation (wB97M-V/def2-TZVPD) of a gas-phase ion, C3H2BrN2S (charge -1) at a distorted geometry.

Last column: Löwdin charge in e.
Atoms and positions in Å:
C (0.612, 2.228, -0.456)  -0.030
C (0.013, -0.098, -0.884)  -0.316
C (-0.970, -0.222, 1.214)  -0.617
N (0.382, 1.095, -0.750)  -0.077
N (-0.425, -0.865, 0.237)  -0.766
S (-0.043, -2.486, -0.137)  0.289
Br (-1.412, -1.391, 2.692)  0.403
H (1.702, 2.527, -0.148)  0.044
H (0.142, -0.787, -1.768)  0.070

Cartesian forces, eV/Å:
1.83 3.95 0.79
0.03 -0.81 -0.97
-0.14 0.55 0.39
0.11 -2.63 -0.65
0.00 0.33 -0.35
0.17 -1.76 0.34
-0.09 -0.22 0.11
-1.71 -0.92 -0.41
-0.20 1.52 0.76

## Properties
DFT total energy = -86997.876 eV
F_max = 4.42 eV/A
Gap between HOMO and LUMO = 7.263 eV
LUMO = 3.60 eV
Total charge = -1

[3]
The following is a DFT calculation (wB97M-V/def2-TZVPD) of C3H2BrN3O3 in the gas phase at a distorted geometry.

Last column: Löwdin charge in e.
Atoms and positions in Å:
O (-1.754, 0.853, -0.143)  0.082
C (-0.657, 0.383, 0.018)  -0.533
N (0.549, 1.134, 0.062)  0.127
C (1.644, 0.239, 0.031)  -0.637
Br (3.354, 0.816, 0.002)  0.900
C (1.035, -1.077, -0.085)  -0.215
N (1.644, -2.303, -0.024)  -0.387
O (2.857, -2.284, -0.130)  0.052
O (0.903, -3.248, 0.095)  0.096
N (-0.307, -0.905, 0.033)  0.182
H (0.468, 2.093, 0.293)  0.143
H (-0.846, -1.745, 0.275)  0.188

Cartesian forces, eV/Å:
-0.39 0.27 0.59
-0.57 1.76 -0.61
0.38 -3.16 -0.11
-3.28 -2.03 -0.50
0.71 0.17 0.03
2.17 5.50 1.00
0.75 0.80 -0.45
0.44 -0.91 0.12
-0.31 -1.47 0.23
-0.21 -2.77 0.17
0.55 0.89 0.00
-0.23 0.96 -0.47

## Properties
DFT total energy = -83795.397 eV
F_max = 5.99 eV/A
Gap between HOMO and LUMO = 7.932 eV
LUMO = -0.96 eV
SMILES string = O=c1[nH]c(Br)c([N+](=O)[O-])[nH]1
Total charge = 0

[4]
The following is a DFT calculation (wB97M-V/def2-TZVPD) of C3H2BrNS in the gas phase at a distorted geometry.

Last column: Löwdin charge in e.
Atoms and positions in Å:
Br (2.916, -0.455, 0.005)  0.694
C (1.124, -0.007, -0.010)  -1.068
C (-0.113, -1.039, -0.010)  -0.186
N (-1.241, -0.390, -0.001)  -0.067
C (-1.154, 0.897, 0.010)  -0.482
S (0.458, 1.550, -0.001)  0.960
H (0.022, -2.094, -0.021)  0.084
H (-2.012, 1.538, 0.029)  0.063

Cartesian forces, eV/Å:
0.16 0.08 -0.02
-4.46 -3.37 0.00
5.46 3.97 -0.02
-1.30 -0.47 0.03
0.69 0.81 -0.02
-0.40 -0.84 0.04
-0.01 -0.50 0.00
-0.13 0.31 -0.02

## Properties
DFT total energy = -85509.776 eV
F_max = 6.75 eV/A
Gap between HOMO and LUMO = 8.880 eV
LUMO = 0.31 eV
SMILES string = Brc1cncs1
Total charge = 0

[5]
The following is a DFT calculation (wB97M-V/def2-TZVPD) of a molecular structure, C3H2CaO2 at a distorted geometry.

Last column: Mulliken spin population.
Atoms and positions in Å:
O (-0.685, 0.983, -0.211)  0.015
O (-0.518, -1.181, 0.132)  0.099
C (-1.953, 0.589, -0.110)  0.008
C (-1.890, -0.826, 0.171)  0.011
C (0.216, -0.041, 0.039)  0.627
H (-2.430, -1.205, 1.047)  0.012
Ca (2.426, 0.129, 0.093)  0.201
H (-2.510, -0.686, -0.944)  0.027

Cartesian forces, eV/Å:
0.09 0.26 -0.41
0.40 -0.27 0.34
-0.56 0.88 1.26
-0.72 1.77 -1.75
-0.23 -0.81 -0.32
-0.27 -0.29 -0.90
0.24 0.05 0.03
1.04 -1.58 1.75

## Properties
DFT total energy = -25664.033 eV
F_max = 2.59 eV/A
Gap between HOMO and LUMO (spin up / spin down) = 4.666 / 6.547 eV
<S²> = 0.752
LUMO (spin up / spin down) = -5.71 / -5.75 eV
Total charge = +1
Multiplicity = 2

[6]
The following is a DFT calculation (wB97M-V/def2-TZVPD) of 2 unconnected molecules or ions with the total composition C3H2Cl2F2 at a distorted geometry.

Last column: Löwdin charge in e.
Atoms and positions in Å:
C (-2.208, 0.114, 0.878)  0.025
C (-3.211, 0.625, 0.239)  -0.811
C (1.742, 0.994, -0.122)  -0.578
F (-3.372, 1.874, -0.303)  -0.038
F (2.499, 1.702, 0.749)  -0.059
Cl (-4.759, -0.201, 0.007)  0.638
Cl (0.078, 1.294, -0.142)  0.724
H (-1.817, -0.607, 1.535)  0.040
H (1.931, -0.089, -0.105)  0.060

Cartesian forces, eV/Å:
-0.60 1.39 -0.63
-1.34 0.33 -0.14
0.52 -0.66 0.65
1.01 -1.19 0.54
-0.73 -0.40 -0.60
0.57 0.03 0.14
-0.03 0.60 -0.05
0.16 -0.67 0.19
0.43 0.57 -0.10

## Properties
DFT total energy = -33617.680 eV
F_max = 1.66 eV/A
Gap between HOMO and LUMO (spin up / spin down) = 9.400 / 7.789 eV
LUMO (spin up / spin down) = -0.42 / -1.29 eV
Total charge = 0

[7]
The following is a DFT calculation (wB97M-V/def2-TZVPD) of a molecular structure, C3H2Cl2O at a distorted geometry.

Last column: Löwdin charge in e.
Atoms and positions in Å:
C (0.462, -0.511, 0.560)  -0.060
C (-0.565, -1.079, -0.094)  -0.030
C (0.349, 0.570, -0.428)  -0.922
O (-0.684, -0.072, -1.078)  -0.062
Cl (1.441, 1.504, -1.244)  0.822
Cl (-0.858, 2.218, 0.941)  0.014
H (1.062, -0.695, 1.421)  0.107
H (-1.207, -1.935, -0.078)  0.132

Cartesian forces, eV/Å:
-0.42 -0.67 -0.02
1.28 0.56 0.61
-1.86 1.09 1.68
-0.35 0.50 -0.98
0.25 0.09 -0.28
1.14 -1.45 -1.22
0.14 0.01 0.23
-0.18 -0.13 -0.01

## Properties
DFT total energy = -30232.064 eV
F_max = 2.74 eV/A
Gap between HOMO and LUMO = 8.156 eV
LUMO = -1.59 eV
Total charge = 0

[8]
The following is a DFT calculation (wB97M-V/def2-TZVPD) of 2 unconnected molecules or ions with the total composition C3H2Cl2O at a distorted geometry.

Last column: Löwdin charge in e.
Atoms and positions in Å:
C (1.558, 0.228, 0.581)  0.163
C (1.545, 1.395, 0.442)  -0.128
C (1.533, 2.809, 0.369)  -0.840
O (1.212, 3.553, 1.282)  0.044
Cl (1.987, 3.493, -1.171)  0.701
H (1.508, -0.832, 0.458)  0.054
Cl (-2.608, 0.280, -0.213)  0.302
H (-2.652, -0.847, 0.292)  -0.296

Cartesian forces, eV/Å:
-0.20 -2.80 -0.42
0.16 2.01 -0.08
-0.87 2.51 2.10
0.67 -1.65 -1.73
0.11 -0.17 -0.25
0.12 0.09 0.39
0.08 1.39 -0.63
-0.07 -1.39 0.63

## Properties
DFT total energy = -30233.477 eV
F_max = 3.39 eV/A
Gap between HOMO and LUMO = 10.619 eV
LUMO = -0.39 eV
SMILES string = C#CC(=O)Cl.Cl
Total charge = 0

[9]
The following is a DFT calculation (wB97M-V/def2-TZVPD) of C3H2Cl2O2 in the gas phase at a distorted geometry.

Last column: Löwdin charge in e.
Atoms and positions in Å:
O (-0.671, -0.574, 1.458)  0.092
C (-0.602, -0.982, 0.345)  -0.378
O (0.336, -0.683, -0.511)  0.019
C (1.189, 0.258, 0.091)  -0.205
C (2.473, -0.028, -0.033)  -1.079
Cl (3.714, 0.977, 0.515)  0.664
Cl (3.186, -1.405, -0.935)  0.590
H (-1.393, -1.668, 0.006)  0.155
H (0.992, 0.999, 0.881)  0.141

Cartesian forces, eV/Å:
0.11 0.56 1.22
-2.55 -1.45 0.75
0.63 1.56 -0.10
1.90 -0.91 0.15
1.20 -0.97 -1.45
0.29 0.66 0.57
-1.07 0.86 0.58
0.51 0.01 -0.75
-1.02 -0.32 -0.98

## Properties
DFT total energy = -32281.711 eV
F_max = 3.03 eV/A
Gap between HOMO and LUMO = 10.535 eV
LUMO = 0.63 eV
SMILES string = O=COC=C(Cl)Cl
Total charge = 0

[10]
The following is a DFT calculation (wB97M-V/def2-TZVPD) of 2 unconnected molecules or ions with the total composition C3H2Cl2O2 at a distorted geometry.

Last column: Löwdin charge in e.
Atoms and positions in Å:
C (0.635, 0.696, 0.705)  -0.066
C (1.776, 0.056, 0.202)  -1.271
Cl (2.882, 0.936, -0.815)  0.586
Cl (2.217, -1.504, 0.471)  0.678
H (0.456, 1.672, 0.414)  0.024
H (-0.147, 0.410, 1.370)  0.041
O (-3.066, -1.169, -1.724)  0.259
C (-2.605, -0.749, -0.798)  -0.450
O (-2.148, -0.347, 0.175)  0.202

Cartesian forces, eV/Å:
3.39 -2.13 -1.24
-3.76 3.56 1.17
-0.23 -0.01 0.06
0.40 -1.95 0.51
0.20 1.91 -0.84
0.13 -1.33 0.37
-1.99 -1.75 -4.23
1.26 1.03 2.87
0.60 0.68 1.33

## Properties
DFT total energy = -32282.724 eV
F_max = 5.31 eV/A
Gap between HOMO and LUMO = 9.756 eV
LUMO = 0.40 eV
SMILES string = C=C(Cl)Cl.O=C=O
Total charge = 0

Number 5 is which compound?
C3H2CaO2